1.
DFT (ωB97M-V with the def2-TZVPD basis set) results for a molecular structure, C17H28Br6Cl10CuO6 in a non-equilibrium geometry.

## Properties
- charge = +1
- multiplicity = 3
- calculated total energy (eV) = -620472.7271
- E_LUMO (alpha / beta) (eV) = -5.59 / -7.95
- gap between HOMO and LUMO (alpha / beta) (eV) = 6.73 / 4.36
- HOMO energy (alpha / beta) (eV) = -12.31 / -12.31

Element x y z (Å)
Cu  4.5629  0.6918  24.4659
O  6.3190  0.3743  23.1342
C  7.2059  -0.4476  23.8725
C  6.6504  -1.1537  25.1797
O  5.6606  -0.5367  25.9712
H  8.1201  0.0382  24.2134
H  7.5981  -1.2620  23.2634
H  7.5009  -1.4170  25.8086
H  6.2460  -2.1133  24.8575
O  11.6152  -2.8341  27.3937
C  11.6945  -1.9382  26.6121
O  12.7127  -1.1517  26.8145
C  12.6718  -0.0393  25.9807
C  11.7464  -0.4309  24.8560
C  10.8368  -1.4446  25.4523
H  13.6488  0.2312  25.5802
H  12.3458  0.8390  26.5378
H  12.2780  -0.8900  24.0225
H  11.2247  0.3658  24.3256
H  10.5420  -2.3574  24.9345
H  9.8693  -1.0435  25.7543
O  7.0124  -6.0214  27.9881
C  7.3354  -4.9000  28.2723
O  6.7047  -4.1131  29.2211
C  7.4237  -2.8300  29.4183
C  8.6581  -2.9011  28.5279
C  8.4865  -4.1821  27.6364
H  7.6917  -2.5695  30.4423
H  6.6937  -2.0594  29.1706
H  9.4178  -2.9892  29.3046
H  8.8306  -1.9612  28.0035
H  9.3732  -4.8142  27.5891
H  8.1720  -3.9304  26.6235
C  4.6701  0.7733  28.8666
Cl  4.7770  0.1393  30.5018
Cl  3.9240  2.2692  28.8602
H  5.6169  0.6281  28.3465
H  4.0000  0.1166  28.3119
C  7.9336  3.6806  22.4972
Cl  9.3369  3.6356  21.3751
Cl  6.6618  4.7204  21.8992
H  7.5139  2.7018  22.7296
H  8.2884  4.1882  23.3941
C  7.1845  -5.4094  23.2639
Cl  5.9477  -4.6743  24.3540
Cl  8.8823  -5.0224  23.4487
H  7.1310  -6.4729  23.4966
H  6.9724  -5.1722  22.2214
C  3.9845  -3.1681  27.5971
Cl  3.4276  -4.1325  28.9139
Cl  2.5864  -2.2164  26.9178
H  4.7045  -2.4746  28.0316
H  4.3968  -3.8483  26.8519
C  5.5683  -1.4485  20.2604
Cl  6.3353  -2.9828  20.6618
Cl  5.2038  -1.1989  18.5124
H  4.6009  -1.3745  20.7570
H  6.1106  -0.6280  20.7303
C  8.1258  2.1436  27.5881
Br  9.5792  2.6840  26.3960
Br  7.2303  3.6691  28.5465
Br  8.8710  0.8813  28.8626
H  7.3572  1.6530  26.9909
C  9.6277  -0.4192  20.7942
Br  9.7709  -0.4665  18.8393
Br  10.8575  0.8235  21.6493
Br  9.9205  -2.2475  21.5731
H  8.6036  -0.2216  21.1109


2.
DFT (ωB97M-V with the def2-TZVPD basis set) results for a molecular structure, C39H34F6N5O8S2V.

## Properties
- charge = +2
- energy relative to the best compared isomer or geometry (same formula, charge and spin) (kJ/mol) = 0.0
- calculated total energy (eV) = -128475.0078
- E_LUMO (eV) = -8.00
- gap between HOMO and LUMO (eV) = 5.57
- HOMO energy (eV) = -13.58

Element x y z (Å)
V  0.6372  1.1158  0.2983
N  3.1509  2.8795  -2.5812
C  4.1994  2.2015  -2.0050
C  3.6909  1.5639  -0.9137
N  2.3553  1.8548  -0.8213
C  2.0590  2.6340  -1.8448
C  0.6555  2.9428  -1.9856
N  -0.1680  2.2692  -1.1897
C  -1.4429  2.7417  -1.4118
C  -1.3739  3.6976  -2.3719
N  -0.0409  3.8093  -2.7226
H  3.2075  3.4240  -3.4274
H  5.1946  2.2373  -2.4113
H  4.1947  0.9316  -0.2038
H  -2.2976  2.3390  -0.8971
H  -2.1375  4.2948  -2.8377
H  0.3309  4.4650  -3.3926
C  -3.7702  -1.6984  -2.5121
C  -2.5734  -0.7632  -2.4684
C  -2.6117  0.2522  -3.5820
O  -1.3479  -1.5002  -2.5457
C  -0.8993  -1.8300  -1.2540
C  -1.9334  -1.0564  -0.3317
O  -2.4604  -0.0952  -1.2159
C  -1.7562  -0.4003  1.0511
O  -0.8627  0.7859  0.9613
C  -3.1131  0.1384  1.4956
C  -3.3946  1.4940  1.5754
C  -4.6567  1.9188  1.9723
C  -5.6402  0.9958  2.2850
C  -5.3548  -0.3617  2.2189
C  -4.0954  -0.7887  1.8340
C  -1.1495  -1.2920  2.1119
C  -0.8217  -0.7176  3.3409
C  -0.3043  -1.4993  4.3577
C  -0.1382  -2.8664  4.1686
C  -0.4948  -3.4459  2.9625
C  -0.9931  -2.6602  1.9317
C  0.6464  -1.6154  -1.1387
O  0.8172  -0.3385  -0.4147
C  1.2872  -2.6948  -0.2810
C  1.0132  -4.0305  -0.5666
C  1.6107  -5.0393  0.1730
C  2.4848  -4.7253  1.2049
C  2.7742  -3.3979  1.4773
C  2.1872  -2.3865  0.7297
C  1.3943  -1.3739  -2.4442
C  1.0490  -0.2865  -3.2482
C  1.7485  -0.0208  -4.4111
C  2.8063  -0.8400  -4.7915
C  3.1584  -1.9163  -3.9950
C  2.4619  -2.1795  -2.8213
H  -3.8311  -2.1553  -3.4986
H  -4.6861  -1.1392  -2.3252
H  -3.6949  -2.5040  -1.7828
H  -2.5288  -0.2590  -4.5395
H  -1.7898  0.9598  -3.4856
H  -3.5564  0.7943  -3.5586
H  -1.0497  -2.8955  -1.0860
H  -2.6990  -1.8059  -0.1080
H  -2.6315  2.2322  1.3741
H  -4.8629  2.9783  2.0470
H  -6.6208  1.3295  2.5954
H  -6.1100  -1.0899  2.4819
H  -3.8746  -1.8503  1.8232
H  -1.0035  0.3389  3.5098
H  -0.0439  -1.0463  5.3045
H  0.2534  -3.4788  4.9697
H  -0.3893  -4.5125  2.8160
H  -1.2783  -3.1422  1.0073
H  0.3584  -4.3027  -1.3859
H  1.3950  -6.0727  -0.0636
H  2.9447  -5.5136  1.7855
H  3.4588  -3.1428  2.2754
H  2.4301  -1.3598  0.9603
H  0.2064  0.3304  -2.9733
H  1.4489  0.8050  -5.0457
H  3.3420  -0.6467  -5.7114
H  3.9762  -2.5624  -4.2840
H  2.7579  -3.0213  -2.2114
F  4.3377  2.5232  3.9246
C  3.8990  1.9842  2.8123
F  3.7945  2.9086  1.8600
F  4.7138  1.0221  2.4027
S  2.2326  1.2411  3.1128
O  1.8868  0.7464  1.7258
O  2.4060  0.2154  4.0658
N  1.2990  2.3863  3.5624
S  0.3550  3.2461  2.6489
O  -1.0031  3.2110  3.0504
O  0.6309  2.9814  1.2113
C  0.9626  4.9791  2.8747
F  0.2570  5.7498  2.0627
F  0.7779  5.3278  4.1268
F  2.2464  5.0437  2.5583